No. 1
87
Properties=species:S:1:pos:R:3:forces:R:3 method="wB97M-V/def2-TZVPD" fmax_ha_per_bohr=0.011 spin_multiplicity=3 charge=-2 homo_energy_ev="0.144 / -1.355" molar_mass_g_mol=905.85 s2=2.05
H -7.5933 3.0191 -2.0550 0.003 0.006 -0.001
H 5.0262 1.6648 3.1824 0.012 -0.009 0.023
O 1.1050 3.9460 -3.6189 0.078 0.080 -0.088
H 4.2286 2.8614 1.1440 0.028 -0.029 0.003
O -0.9864 2.9063 -3.9077 -0.075 0.005 -0.051
C 1.3355 -5.0797 2.3921 0.025 -0.035 -0.014
C -4.4457 3.1963 -1.5957 0.029 -0.008 0.002
H 3.6055 -0.6772 -0.7400 0.080 0.013 0.073
H -3.0028 1.4423 2.5236 0.002 -0.015 -0.013
C -1.9029 -2.5338 -3.5310 -0.031 -0.024 0.004
H 0.1564 -1.4159 2.1646 -0.003 0.028 -0.016
N -0.9283 1.3926 0.6611 -0.119 0.272 0.052
C -2.4291 -4.0181 -1.7265 -0.009 -0.022 0.018
C -2.2046 3.0427 3.7397 0.020 -0.011 -0.028
C 1.0372 -3.0562 1.0930 -0.073 0.006 0.055
H 3.4167 -1.9619 1.5249 -0.057 -0.029 -0.029
C -1.3323 -3.5372 -1.0182 -0.009 -0.070 0.029
H -1.2027 4.6490 4.7508 -0.007 -0.003 0.005
H 0.6833 -5.0050 4.4369 -0.001 -0.001 -0.001
H -4.6516 0.0852 0.6680 0.012 -0.015 0.011
H -0.0834 -2.6515 4.2753 0.000 -0.007 0.004
O -1.1970 0.2493 -1.3545 -0.155 -0.089 -0.016
C 1.6590 -0.1728 -0.0547 0.150 0.149 -0.145
C -4.6108 0.9629 0.0378 -0.007 0.046 -0.050
H 5.2447 -4.5839 -3.9150 -0.002 0.002 -0.004
C -5.7497 1.6938 -0.2620 0.018 -0.010 0.006
O -0.1322 3.2294 -1.7207 0.214 0.144 -0.345
C 1.9167 3.9753 1.1038 0.054 -0.010 -0.075
C -6.9284 3.5971 -1.4082 0.000 -0.003 -0.001
C 3.1824 -0.2086 0.1655 0.161 -0.068 -0.072
C -2.7138 -3.5242 -2.9878 -0.014 0.005 -0.023
C 3.6629 -0.9154 1.4108 -0.027 -0.004 0.018
H 3.1362 -3.7525 -4.9268 0.000 -0.001 0.002
C 4.1429 1.7901 1.2553 0.140 0.002 0.034
H 2.7118 5.6872 2.0474 0.002 0.007 0.004
C 2.3434 -3.0437 -3.0670 -0.062 0.037 -0.070
H -2.3365 2.7776 -1.7035 0.020 -0.003 -0.007
C -0.5058 -2.5546 -1.5486 -0.054 0.100 -0.058
C -1.1131 2.1735 1.7965 0.022 -0.251 -0.050
C 3.7145 -3.3524 -1.1514 0.005 -0.024 -0.016
H 3.9082 -3.2533 -0.0937 -0.007 0.055 0.132
C -2.1951 2.1474 2.6689 -0.002 0.069 0.093
H -4.3731 4.0686 -2.2349 -0.008 0.008 -0.005
Cl 0.2185 2.9390 -3.1275 -0.010 -0.247 0.495
H 1.6746 -6.1083 2.4535 -0.004 0.006 0.002
Ge 1.1107 -2.0031 -0.5704 -0.026 -0.036 -0.008
H -1.1405 -3.9291 -0.0269 0.022 0.006 0.019
H -3.5730 -3.8911 -3.5383 0.004 0.001 -0.003
O -2.3537 -0.7061 0.6398 0.001 0.022 -0.008
C 0.4836 -2.4482 2.2204 0.003 -0.009 0.032
C 4.2768 -0.2790 2.4195 0.095 -0.007 0.023
C 0.7795 -4.4625 3.5031 -0.007 0.015 0.026
H 4.5531 -0.8491 3.3016 -0.014 0.009 0.013
H -7.4875 3.8469 -0.5042 0.003 -0.007 0.005
H 5.5991 -4.3169 -1.4712 0.003 -0.004 -0.005
C 4.4874 -4.1127 -3.2989 0.016 -0.014 0.018
H -6.7064 1.3875 0.1481 -0.009 0.004 0.002
C 0.9924 4.9257 3.1262 0.008 -0.015 -0.023
H 1.8839 -4.8802 0.3337 -0.001 0.009 -0.013
C -5.6810 2.8180 -1.0807 -0.036 0.002 0.001
H 1.0028 5.6687 3.9136 0.011 0.010 0.005
C -0.8200 -2.0545 -2.8145 0.022 0.133 -0.011
C -1.1712 3.9433 3.9271 -0.016 0.016 0.025
H -0.2474 -1.2308 -3.2262 0.021 -0.015 0.008
C 0.3507 -3.1444 3.4135 0.006 0.001 0.016
H 1.4320 -2.7058 -3.5429 0.021 0.006 0.030
H -3.0657 -4.7725 -1.2783 -0.009 -0.006 -0.008
C 1.9420 4.9256 2.0918 0.033 0.040 0.017
O 0.8626 1.6389 -3.1173 -0.019 0.080 -0.103
C 4.5603 1.1302 2.3696 -0.030 -0.006 -0.076
C 4.6842 -3.9641 -1.9335 0.016 -0.004 -0.015
C -3.3905 1.3609 -0.4877 0.064 0.005 0.034
H -2.1307 -2.1104 -4.5021 -0.007 -0.006 -0.001
H -6.6865 4.5271 -1.9227 0.006 -0.003 -0.006
C -0.0343 3.0438 1.9944 0.024 0.011 0.139
C 2.5197 -2.8717 -1.6943 0.091 -0.032 0.074
H 2.6263 3.9605 0.2897 -0.020 0.041 0.007
C 1.4573 -4.3802 1.1969 -0.032 -0.037 -0.026
N 1.0016 2.9663 1.0760 -0.180 -0.011 -0.005
C -0.0642 3.9819 3.0511 -0.036 -0.030 0.019
H -3.0404 3.0323 4.4310 0.003 0.003 0.002
O 2.8877 1.9235 -0.7108 -0.174 0.237 -0.144
C 3.3096 -3.6482 -3.8618 0.001 -0.001 -0.022
Tc 0.8777 1.4855 -0.3870 0.202 -0.412 0.169
C -3.2959 2.4773 -1.3048 -0.059 0.011 0.023
N 3.6299 1.1718 0.1809 -0.143 0.062 -0.005
S -1.9134 0.4539 -0.1006 -0.195 -0.124 -0.113


No. 2
81
Properties=species:S:1:pos:R:3:forces:R:3 method="wB97M-V/def2-TZVPD" fmax_ha_per_bohr=0.009 spin_multiplicity=1 charge=+1 homo_energy_ev=-10.643 molar_mass_g_mol=760.61
H -4.0183 0.2446 -3.3272 0.023 0.021 0.011
C 0.8375 2.2055 3.1422 -0.014 -0.093 0.024
C -0.5088 -0.8428 4.6495 0.027 0.150 0.024
C -2.3757 1.1544 -2.2858 -0.002 0.057 -0.063
H -0.0962 6.6310 2.6230 -0.001 -0.028 -0.016
C -3.4992 -4.0002 -1.5053 0.030 0.027 0.001
C -4.0400 2.3824 -3.5049 0.000 0.003 -0.003
C -3.3114 -5.2906 -1.0227 0.001 0.006 0.004
C 1.1656 2.5388 -2.1481 0.075 -0.115 0.024
H 0.1065 -3.1912 -5.7252 0.002 0.018 0.025
H 0.4030 0.8589 5.5522 -0.013 0.013 0.004
C -1.0397 -4.7436 -0.4346 0.002 -0.030 -0.021
H 1.7021 2.4105 3.7733 -0.001 -0.007 0.004
C 3.3375 1.9857 -3.0979 -0.005 0.035 0.073
N 0.1006 0.3940 4.7134 -0.027 -0.051 0.065
C 1.0495 5.4124 1.2778 -0.034 -0.025 -0.017
C 2.2263 1.6459 -2.3344 -0.092 0.036 -0.052
H 4.1665 1.2887 -3.1548 -0.042 0.029 0.018
H 3.3236 -3.1357 2.7367 -0.019 -0.001 -0.048
H -4.4566 -3.7091 -1.9194 0.035 0.000 0.010
P 0.0772 -2.1763 -0.8541 0.229 -0.053 0.186
C 0.0882 -2.7461 -3.6293 -0.002 0.029 -0.019
C 1.0224 4.3660 0.3642 -0.041 0.047 -0.006
C 1.3906 -1.5403 -5.2555 -0.033 -0.032 -0.066
P -0.2017 2.2137 -0.9647 -0.061 -0.118 0.009
H -0.7370 -1.4260 5.5252 0.038 0.047 -0.044
C 3.3704 3.2076 -3.7468 -0.027 0.043 -0.020
H 1.7022 -1.3833 -6.2803 -0.006 -0.016 0.027
H -0.6151 -3.5364 -3.3998 0.014 0.005 -0.004
C 0.5780 -1.9389 -2.6077 0.130 0.216 0.031
H 0.1112 3.0094 3.2797 -0.001 -0.022 -0.005
C -1.2180 -3.4536 -0.9230 -0.076 0.109 -0.041
H -2.2732 3.5879 0.5436 0.005 0.023 0.008
H -4.9396 2.4020 -4.1073 0.028 0.000 0.014
C -3.5236 1.1724 -3.0671 0.028 0.010 0.021
H -1.7900 4.4901 -2.1120 -0.002 -0.010 0.007
C -0.1163 5.8084 1.9191 0.005 -0.011 -0.016
H 2.5898 0.0636 -4.5063 -0.038 -0.065 0.054
C -2.0880 -5.6574 -0.4847 0.045 0.028 0.003
C -1.7284 2.3417 -1.9469 -0.002 -0.018 -0.039
H 1.3609 -2.0178 1.7476 -0.018 0.025 0.018
S 2.2437 0.0124 -1.5830 0.331 -0.113 0.285
C 3.7716 -4.2560 0.9611 -0.008 0.005 0.002
C -1.3392 4.1018 0.7421 -0.012 -0.013 0.019
H 2.0218 -4.1194 -1.9329 0.010 -0.001 0.020
C 2.2970 4.0842 -3.6283 0.048 0.002 -0.037
C 1.8904 -0.7236 -4.2530 0.030 0.017 -0.002
H 4.6404 -4.7398 1.3907 -0.034 0.022 -0.020
H 0.4153 4.4748 -2.7024 0.011 -0.014 0.004
H 3.9842 -5.2248 -0.9431 -0.016 0.009 0.008
C 0.4939 -2.5495 -4.9437 -0.006 0.006 0.010
H -0.0857 -5.0404 -0.0171 -0.016 0.000 -0.009
C 1.2178 3.7584 -2.8252 0.012 0.001 0.018
C -2.4610 -3.0849 -1.4461 0.013 -0.012 0.027
C 1.9272 -2.7286 1.1581 0.014 -0.031 -0.026
H 4.2303 3.4779 -4.3467 -0.024 -0.005 0.018
C -0.1753 3.7102 0.0804 0.050 -0.036 0.001
Ag -0.0882 0.0430 0.3092 -0.175 0.111 0.002
C -3.4091 3.5722 -3.1622 0.011 -0.002 0.007
C 2.2964 -3.9084 -0.9055 0.001 0.017 -0.026
C -1.3104 5.1501 1.6512 0.007 -0.013 -0.018
H 2.3129 5.0354 -4.1453 0.005 -0.027 0.023
H 1.1567 2.2215 2.1028 0.008 -0.020 0.017
C 0.2407 0.8785 3.4592 -0.018 -0.057 0.104
C -2.2594 3.5538 -2.3881 -0.011 0.016 0.004
C 1.5470 -3.0028 -0.1541 -0.055 -0.074 -0.031
H -3.8157 4.5179 -3.4972 0.007 -0.022 0.010
C -0.7205 -1.0666 3.3308 0.000 0.082 -0.087
H 1.9392 4.0650 -0.1284 0.000 0.013 0.001
O 3.6640 -0.4021 -1.4529 -0.232 0.098 -0.283
H -1.9715 0.2109 -1.9384 0.024 -0.030 0.019
H -4.1222 -6.0069 -1.0632 0.021 0.021 0.002
C 3.0341 -3.3563 1.7163 -0.047 0.017 -0.044
H -2.2219 5.4561 2.1497 0.020 -0.018 -0.024
H -1.1826 -1.9178 2.8584 0.037 0.032 -0.006
C 1.4923 -0.9204 -2.9408 -0.182 -0.139 0.140
H -2.6110 -2.0746 -1.8150 -0.023 -0.031 0.013
H -1.9424 -6.6604 -0.1040 0.004 0.028 -0.006
C 3.4024 -4.5308 -0.3503 0.009 0.014 0.012
N -0.2480 0.0094 2.5985 0.042 -0.119 -0.316
H 1.9824 5.9215 1.4850 -0.016 -0.019 -0.015